No. 1
Computed, not measured: a cluster of 4 separate species, C26H40ClNO14P2S4 in total in a non-equilibrium geometry, with ωB97M-V with the def2-TZVPD basis set.

Molar mass   816.27 g/mol
E   -4858.2424 hartree
Highest occupied orbital energy   -8.85 eV

Each line ends with the Mulliken charge.
Cartesian coordinates (Å):
C  9.355  -3.702  -1.205  -0.8947
C  9.213  -2.832  -2.565  -0.2111
C  7.747  -2.178  -2.701  -0.9339
C  7.605  -0.725  -2.066  0.3299
C  8.558  0.458  -2.495  0.1295
N  9.623  0.275  -3.494  -0.5041
C  8.392  1.907  -1.907  0.3959
P  9.478  3.378  -2.430  0.1949
O  8.756  4.841  -1.833  -0.4778
Cl  9.364  3.485  -4.573  -0.2433
C  7.270  2.241  -0.851  -0.7591
C  6.335  1.093  -0.427  0.4124
C  6.510  -0.354  -1.024  0.0509
C  5.447  -1.453  -0.506  -0.1319
O  5.749  -2.619  -0.170  -0.5202
C  3.934  -0.899  -0.402  0.2785
C  2.768  -1.773  -0.897  -0.9303
C  1.333  -1.155  -0.799  0.5214
P  -0.072  -2.231  -1.471  0.8730
O  -0.503  -1.510  -2.988  -0.5199
O  -1.469  -2.237  -0.500  -0.4428
S  0.552  -4.033  -1.939  -0.4502
C  1.165  0.251  -0.178  -0.2532
C  2.345  1.144  0.331  -0.9331
C  3.760  0.551  0.191  0.5503
C  5.117  1.320  0.607  0.0803
O  5.240  2.001  1.650  -0.5264
H  9.213  -4.819  -1.419  0.2604
H  10.404  -3.568  -0.779  0.2944
H  8.547  -3.385  -0.465  0.2164
H  10.072  -2.093  -2.661  0.1157
H  9.291  -3.598  -3.428  0.3319
H  7.448  -2.096  -3.817  0.3798
H  7.015  -2.952  -2.261  0.3075
H  10.493  -0.090  -3.085  0.2535
H  9.234  -0.366  -4.201  0.3167
H  7.771  4.783  -1.904  0.3343
H  7.163  3.297  -0.437  0.4183
H  3.006  -2.799  -1.319  0.2686
H  -0.314  -0.544  -2.931  0.3522
H  -1.927  -1.383  -0.712  0.3345
H  0.112  0.681  -0.084  0.3268
H  2.182  2.190  0.765  0.4299
C  -8.203  -2.527  -1.587  -0.9593
C  -6.873  -2.819  -0.919  -0.3338
O  -5.803  -2.883  -1.866  -0.2915
S  -5.264  -1.503  -2.514  1.2909
C  -3.818  -2.162  -3.290  -0.8952
O  -4.859  -0.615  -1.453  -0.6504
O  -6.178  -1.087  -3.545  -0.6333
H  -8.213  -1.530  -2.031  0.2945
H  -9.017  -2.578  -0.866  0.3475
H  -8.395  -3.242  -2.393  0.3193
H  -6.652  -2.082  -0.142  0.3051
H  -6.925  -3.795  -0.432  0.2952
H  -3.131  -2.513  -2.520  0.1858
H  -3.358  -1.361  -3.868  0.4005
H  -4.111  -2.975  -3.954  0.3833
C  -1.474  5.644  3.530  -0.9796
C  0.031  5.451  3.534  -0.2869
O  0.418  4.302  4.291  -0.2956
S  0.152  2.837  3.658  1.1137
C  1.089  1.905  4.833  -0.9873
O  0.802  2.758  2.375  -0.5602
O  -1.238  2.505  3.826  -0.6059
H  -1.977  4.828  3.007  0.2901
H  -1.744  6.577  3.031  0.3872
H  -1.863  5.660  4.552  0.2636
H  0.424  5.388  2.515  0.2708
H  0.500  6.316  4.007  0.2824
H  2.142  2.170  4.742  0.3301
H  0.946  0.848  4.605  0.3733
H  0.716  2.121  5.834  0.3589
C  -11.491  1.421  2.084  -0.9999
C  -9.987  1.220  2.071  -0.2699
O  -9.598  0.070  2.824  -0.2975
S  -9.879  -1.394  2.194  1.0993
C  -8.934  -2.331  3.360  -0.9923
O  -9.244  -1.477  0.904  -0.5146
O  -11.268  -1.719  2.379  -0.6160
H  -12.003  0.608  1.567  0.3026
H  -11.761  2.356  1.587  0.3859
H  -11.868  1.440  3.110  0.2633
H  -9.605  1.155  1.047  0.2646
H  -9.507  2.083  2.538  0.2844
H  -7.881  -2.072  3.257  0.3175
H  -9.084  -3.387  3.134  0.3732
H  -9.294  -2.113  4.365  0.3607

---

No. 2
Computed, not measured: a structure of composition C26H40HoN9Si2, with ωB97M-V with the def2-TZVPD basis set.

2S+1   5
<S²>   6.004
Molar mass   699.77 g/mol
Total charge   +2
E   -3034.2157 hartree
Highest occupied orbital energy (alpha / beta)   -13.21 / -13.18 eV

Each line ends with the Mulliken spin population.
Cartesian coordinates (Å):
Ho  0.146  -0.020  0.571  4.0568
C  -2.283  -2.553  -0.015  0.0000
N  -1.584  -1.442  -0.698  -0.0106
C  -2.540  -0.400  -1.123  -0.0001
C  -3.137  0.247  0.100  0.0030
C  -4.468  0.604  0.164  0.0011
C  -4.946  1.203  1.321  0.0000
C  -4.080  1.402  2.385  -0.0004
C  -2.764  1.014  2.241  -0.0004
N  -2.294  0.456  1.121  -0.0046
C  -0.768  -1.939  -1.823  0.0044
C  0.365  -2.773  -1.289  -0.0010
C  0.766  -3.942  -1.901  0.0008
C  1.833  -4.648  -1.360  0.0001
C  2.446  -4.171  -0.213  -0.0003
C  1.981  -2.995  0.339  -0.0010
N  0.968  -2.302  -0.188  -0.0058
C  -1.780  -2.909  1.363  -0.0022
C  -2.228  -4.087  1.944  0.0002
C  -1.836  -4.402  3.230  0.0001
C  -1.009  -3.517  3.903  -0.0003
C  -0.605  -2.374  3.246  0.0000
N  -0.968  -2.062  1.991  -0.0110
H  -2.247  -3.443  -0.646  0.0001
H  -3.338  -2.294  0.079  0.0000
H  -3.330  -0.799  -1.762  -0.0005
H  -1.996  0.352  -1.707  -0.0021
H  -5.122  0.416  -0.680  -0.0001
H  -5.984  1.503  1.394  0.0000
H  -4.413  1.853  3.310  0.0000
H  -2.057  1.154  3.049  0.0003
H  -0.362  -1.077  -2.365  -0.0029
H  -1.359  -2.522  -2.532  -0.0003
H  0.254  -4.294  -2.789  -0.0002
H  2.176  -5.564  -1.828  0.0000
H  3.273  -4.696  0.247  0.0000
H  2.437  -2.588  1.233  -0.0001
H  -2.883  -4.747  1.385  0.0000
H  -2.174  -5.316  3.702  0.0000
H  -0.682  -3.706  4.917  0.0000
H  0.031  -1.662  3.747  -0.0001
C  0.970  4.748  -0.886  -0.0005
Si  -0.011  3.207  -1.240  -0.0037
C  -1.477  3.276  -0.058  0.0023
C  -0.729  3.322  -2.950  0.0000
C  1.043  1.716  -0.896  -0.0068
Si  2.256  1.223  -2.220  -0.0047
C  1.589  1.190  -3.955  0.0002
C  3.733  2.349  -2.156  -0.0004
C  2.931  -0.504  -1.893  0.0020
H  0.411  5.638  -1.196  -0.0001
H  1.924  4.753  -1.423  0.0001
H  1.182  4.853  0.186  -0.0001
H  -1.895  4.290  -0.032  0.0001
H  -1.188  3.031  0.972  -0.0005
H  -2.290  2.606  -0.363  -0.0005
H  -1.529  4.071  -2.940  0.0000
H  -1.155  2.378  -3.311  0.0000
H  0.016  3.649  -3.679  0.0000
H  1.744  2.142  -0.155  -0.0025
H  1.500  2.195  -4.373  0.0000
H  0.608  0.705  -4.041  0.0000
H  2.293  0.634  -4.585  0.0000
H  3.443  3.401  -2.248  0.0001
H  4.424  2.124  -2.976  -0.0001
H  4.285  2.231  -1.215  -0.0001
H  2.239  -1.293  -2.213  -0.0005
H  3.174  -0.659  -0.834  0.0000
H  3.862  -0.654  -2.452  0.0001
N  3.453  2.766  2.663  0.0002
N  2.719  1.673  3.007  0.0015
N  2.945  0.992  4.103  -0.0007
C  2.079  -0.015  3.981  0.0009
N  1.380  0.077  2.846  -0.0054
N  1.812  1.177  2.239  -0.0039
H  3.891  3.174  3.475  0.0000
H  2.947  3.379  2.040  0.0000
H  1.983  -0.800  4.715  0.0000

---

> Look up the molar mass of the first one.

816.27 g/mol